No. 1
Computed, not measured: C4H6N2O in the gas phase at a distorted geometry, with wB97M-V/def2-TZVPD.

```
13
Properties=species:S:1:pos:R:3:mulliken_charge:R:1
H -0.3002 2.3766 -0.3046 0.213
N 0.7845 1.9817 -0.3554 -0.615
C 0.5621 0.7634 -0.1006 0.197
C 1.2114 -0.4243 0.5491 -0.381
C 0.3886 -1.5553 -0.0555 -0.370
O -0.9923 -1.1660 0.0058 -0.360
C -1.0767 0.1533 -0.2262 0.586
N -2.1452 0.7915 -0.4774 -0.661
H -1.9306 1.8398 -0.4345 0.227
H 0.9014 -0.2711 1.5958 0.214
H 2.2826 -0.6505 0.5592 0.366
H 0.6586 -1.6857 -1.1106 0.272
H 0.4846 -2.5000 0.4713 0.312
```

Properties
- orbital gap (eV) = 10.173
- spin multiplicity = 1
- highest occupied orbital energy (hartree) = -0.3572
- structure (SMILES) = [H]/N=C1/CCO/C1=N/[H]

=====

No. 2
Computed, not measured: C4H6N2O in the gas phase at a distorted geometry, with wB97M-V/def2-TZVPD.

```
13
Properties=species:S:1:pos:R:3:mulliken_charge:R:1
N 0.3396 -1.4151 -1.4247 -0.591
C -0.1815 -0.6862 -0.2387 0.230
C -1.1907 0.4445 -0.1991 -0.382
C -0.8038 1.3477 0.7180 -0.416
N 0.4579 1.0231 1.2421 -0.073
C 0.9450 -0.1144 0.6224 0.245
O 2.0799 -0.5396 0.6739 -0.602
H 1.3352 -1.5379 -1.3034 0.225
H 0.0088 -1.1099 -2.3177 0.179
H -0.5332 -1.6996 -0.0057 0.208
H -2.1585 0.4390 -0.6796 0.345
H -1.3408 2.2019 1.1302 0.391
H 1.0420 1.6464 1.7823 0.240
```

Properties
- orbital gap (eV) = 9.555
- spin multiplicity = 1
- highest occupied orbital energy (hartree) = -0.3192
- structure (SMILES) = N[C@@H]1C=CNC1=O

=====

No. 3
Computed, not measured: C4H6N2O in the gas phase, with wB97M-V/def2-TZVPD.

```
13
Properties=species:S:1:pos:R:3:mulliken_charge:R:1
N -1.1393 -0.3371 0.1683 -0.291
C -0.1428 0.1286 -0.5543 0.560
N -0.1595 0.1457 -1.9388 -0.510
C 0.3867 -0.0374 1.9948 -0.253
C 0.9541 0.7291 0.1212 -0.565
C 1.4900 0.2568 1.4025 -0.427
O -1.9343 -1.2493 -0.6306 -0.504
H -2.7690 -1.2517 -0.1503 0.353
H 0.7141 -0.0605 -2.3942 0.228
H -0.9537 -0.3277 -2.3448 0.277
H -0.2680 -0.0458 2.8408 0.380
H 1.2971 1.6957 -0.2404 0.386
H 2.5245 0.3536 1.7259 0.366
```

Properties
- orbital gap (spin up / spin down) (eV) = 7.768 / 7.773
- spin multiplicity = 1
- highest occupied orbital energy (spin up / spin down) (hartree) = -0.2810 / -0.2810

=====

No. 4
Computed, not measured: C4H6N2O in the gas phase at a distorted geometry, with wB97M-V/def2-TZVPD.

```
13
Properties=species:S:1:pos:R:3:mulliken_charge:R:1
N -2.1302 0.3905 -0.0880 -0.177
C -2.0111 -0.8919 0.2813 -0.258
O -0.7913 -1.4164 0.0736 -0.181
C 0.3210 -0.7086 -0.4731 -0.799
C 1.0216 0.1000 0.6255 -0.142
C 2.2275 0.7534 0.1114 0.171
N 3.1715 1.2563 -0.3289 -0.383
H -1.4399 0.9864 -0.5368 0.183
H -3.0449 0.7986 0.0252 0.249
H 0.0338 -0.0752 -1.3213 0.398
H 0.9952 -1.4779 -0.8551 0.377
H 0.3511 0.8586 1.0430 0.294
H 1.2957 -0.5739 1.4433 0.268
```

Properties
- orbital gap (eV) = 9.610
- spin multiplicity = 1
- highest occupied orbital energy (hartree) = -0.3325

=====

No. 5
Computed, not measured: C4H6N2O in the gas phase, with wB97M-V/def2-TZVPD.

```
13
Properties=species:S:1:pos:R:3:mulliken_charge:R:1
C -1.0234 1.8216 -0.9734 -0.754
O -0.0776 0.9099 -1.4667 -0.291
C 0.3921 0.0722 -0.6309 0.744
C -0.1870 0.0058 0.7240 -0.427
N 0.2459 -1.3163 1.0893 -0.119
C 1.0072 -1.8065 0.0786 -0.194
N 1.1220 -1.0336 -0.9678 -0.593
H -1.3538 2.4289 -1.8116 0.199
H -0.6051 2.4093 -0.1507 0.202
H -1.2818 0.2368 0.4921 0.335
H 0.1075 0.7691 1.4547 0.284
H 0.1963 -1.7063 2.0148 0.218
H 1.4576 -2.7909 0.1476 0.396
```

Properties
- orbital gap (eV) = 7.243
- spin multiplicity = 1
- highest occupied orbital energy (hartree) = -0.2501

=====

No. 6
Computed, not measured: C4H6N2O in the gas phase at a distorted geometry, with wB97M-V/def2-TZVPD.

```
13
Properties=species:S:1:pos:R:3:mulliken_charge:R:1
C 2.2266 -1.1093 0.5532 -0.279
N 1.5616 -0.1033 0.2035 -0.381
C 0.1527 -0.1047 0.4757 -0.462
C -0.4800 0.4605 -0.7594 -0.673
N -1.8434 0.6914 -0.9749 -0.224
C -2.7913 1.1488 -0.4672 0.562
O -3.8168 1.6003 -0.1364 -0.471
H 3.2854 -1.1739 0.2091 0.244
H 1.9297 -1.9731 1.1461 0.257
H -0.0205 0.6217 1.2602 0.313
H -0.3351 -0.9608 0.8378 0.471
H -0.0889 -0.3367 -1.4363 0.256
H 0.2201 1.2392 -0.9113 0.386
```

Properties
- orbital gap (eV) = 11.153
- spin multiplicity = 1
- highest occupied orbital energy (hartree) = -0.3809
- structure (SMILES) = C=NCCN=C=O

=====

No. 7
Computed, not measured: C4H6N2O in the gas phase at a distorted geometry, with wB97M-V/def2-TZVPD.

```
13
Properties=species:S:1:pos:R:3:mulliken_charge:R:1
C 1.2191 0.4559 1.4422 -1.209
C 0.4521 -0.2025 0.3665 0.645
N 1.3162 -1.0610 -0.3794 -0.086
O 0.7873 -1.3431 -1.4275 -0.323
C -0.9566 -0.4537 0.4714 -0.619
C -0.7744 0.0292 -0.6910 0.142
N -1.3867 0.6110 -1.7324 -0.476
H 2.1799 0.7281 1.0389 0.347
H 0.7066 1.3039 1.8619 0.360
H 1.3841 -0.2406 2.2665 0.259
H -1.6957 -0.6899 1.1651 0.448
H -2.3741 0.3994 -1.8194 0.253
H -0.8578 0.4633 -2.5628 0.259
```

Properties
- orbital gap (eV) = 8.813
- spin multiplicity = 1
- highest occupied orbital energy (hartree) = -0.3203
- structure (SMILES) = C[C@@]1(N=O)C=C1N

=====

No. 8
Computed, not measured: 2 unconnected molecules or ions with the total composition C4H6N2O, with wB97M-V/def2-TZVPD.

```
13
Properties=species:S:1:pos:R:3:mulliken_charge:R:1
N 1.5160 0.9158 -0.2443 -0.671
C 0.6311 0.5220 0.6911 0.590
C 0.1223 -0.8336 0.6699 0.071
O 0.8869 -1.8719 1.0669 -0.471
C -0.9730 -0.7608 -0.1348 -0.327
C -1.1094 0.6362 -0.5132 -0.795
N -0.4761 1.3601 0.5449 -0.316
H 0.4215 0.7953 -1.1734 0.341
H 2.2288 0.2051 -0.4154 0.258
H 0.4717 -2.6949 0.7769 0.332
H -1.5137 -1.5775 -0.6008 0.378
H -2.0423 1.0230 -0.9225 0.307
H -0.1638 2.2811 0.2546 0.303
```

Properties
- orbital gap (eV) = 8.663
- spin multiplicity = 1
- highest occupied orbital energy (hartree) = -0.2972

=====

No. 9
Computed, not measured: C4H6N2O in the gas phase, with wB97M-V/def2-TZVPD.

```
13
Properties=species:S:1:pos:R:3:mulliken_charge:R:1
C 0.4120 -1.3605 -0.1030 -0.876
N 1.3122 -0.2744 0.2374 -0.153
C 0.8887 1.0276 0.2887 0.484
O 1.4693 1.8811 0.9260 -0.584
N -0.2564 1.4219 -0.4971 -0.321
C -1.3346 0.4263 -0.8439 -0.579
C -1.5538 1.1535 0.1844 0.077
H 0.7967 -2.3017 0.2772 0.368
H 0.3281 -1.4549 -1.1918 0.254
H -0.5868 -1.1923 0.3394 0.333
H 2.0677 -0.4642 0.8813 0.273
H -1.5466 -0.2862 -1.6197 0.389
H -1.9965 1.4239 1.1212 0.334
```

Properties
- orbital gap (eV) = 9.264
- spin multiplicity = 1
- highest occupied orbital energy (hartree) = -0.3135
- structure (SMILES) = CNC(=O)N1C=C1

=====

No. 10
Computed, not measured: 2 unconnected molecules or ions with the total composition C4H6N2O, with wB97M-V/def2-TZVPD.

```
13
Properties=species:S:1:pos:R:3:mulliken_charge:R:1
N -2.1800 -0.4104 0.3237 -0.556
C -0.8489 -0.0444 0.0736 0.109
C -0.1895 1.1328 0.0919 -0.394
C 1.2424 0.8551 -0.1351 -0.641
C 1.2991 -0.5621 -0.2168 0.427
O 2.4585 -1.0949 -0.0141 -0.635
N 0.0673 -1.1080 -0.1625 -0.144
H -2.6328 -0.8072 -0.4937 0.245
H -2.7189 0.3843 0.6443 0.249
H -0.6553 2.1081 0.1776 0.364
H 1.8041 1.4325 -0.8688 0.303
H 2.4607 0.1611 0.4166 0.390
H -0.1066 -2.0471 0.1632 0.284
```

Properties
- orbital gap (eV) = 8.424
- spin multiplicity = 1
- highest occupied orbital energy (hartree) = -0.2791